(1)
DFT (ωB97M-V with the def2-TZVPD basis set) results for 4 unconnected molecules or ions with the total composition C20H34ClN2O4 at a distorted geometry.

```
61
Properties=species:S:1:pos:R:3:forces:R:3:nbo_charge:R:1
C -2.95569 -2.50128 3.93928 -0.25 -2.26 -4.72 -0.44
N -2.89669 -1.35028 3.04328 -1.02 0.95 1.15 -0.22
C -2.00069 -0.33428 3.34328 -3.31 -1.20 -5.13 0.11
C -1.74269 0.61872 2.40528 0.14 1.39 -2.94 -0.19
C -2.51969 0.54772 1.10028 0.71 -0.50 1.57 0.05
C -3.55669 -0.47428 0.97128 2.14 3.38 -4.19 -0.19
C -3.73369 -1.29828 1.98528 1.77 -1.65 1.34 0.07
C -2.16069 1.46172 -0.05072 0.96 1.29 -1.80 0.10
C -0.93869 2.26472 -0.05272 -0.23 -3.00 4.02 -0.23
C -0.54169 3.03772 -1.10572 0.01 0.65 0.77 0.11
N -1.38369 3.13772 -2.14372 -0.41 -1.56 -2.95 -0.27
C -2.62069 2.44472 -2.27072 1.15 0.74 2.58 0.05
C -2.98269 1.62572 -1.26672 0.45 -1.29 2.99 -0.18
C -0.69669 3.16772 -3.49072 0.70 -4.27 2.66 -0.38
H -2.56669 -2.37428 4.80528 2.37 1.99 5.85 0.23
H -2.27769 -3.26628 3.59028 0.81 0.05 -0.88 0.25
H -3.76369 -3.17328 4.07628 -2.13 0.69 -0.49 0.25
H -1.62369 -0.35828 4.24228 2.43 -0.39 4.49 0.23
H -0.81269 1.34572 2.60228 -2.68 -1.62 -0.48 0.27
H -3.96469 -0.83428 -0.08672 0.79 1.28 2.27 0.33
H -4.28769 -2.13828 1.71328 -1.09 -1.53 0.66 0.25
H -0.20569 2.05372 0.89228 -1.79 1.03 -2.73 0.25
H 0.43431 3.64672 -1.03072 -1.69 -1.26 -0.84 0.28
H -3.47669 2.56072 -2.93672 1.42 0.75 -1.21 0.27
H -3.91869 1.08572 -1.40872 0.29 0.04 0.36 0.26
H -1.05469 2.34072 -4.07272 -0.20 -0.67 0.02 0.23
H 0.35431 3.02072 -3.42872 0.82 0.14 0.50 0.25
H -0.96069 3.94172 -3.97372 -1.59 6.05 -3.36 0.20
Cl -1.99469 -2.03628 -1.77372 -0.23 0.60 0.52 -0.93
C 0.55931 -1.34628 1.00128 -4.03 0.89 3.45 -0.26
O 0.72531 -1.47628 2.43228 0.28 0.93 -1.11 -0.57
C 1.06131 -2.79628 2.84928 1.26 3.81 -7.56 -0.07
C 1.33931 -2.76828 4.13428 -2.19 -4.64 6.11 -0.08
O 0.23031 -2.50728 4.90728 -3.57 0.49 2.05 -0.56
C 0.36931 -2.39428 6.33428 2.43 -3.07 -0.44 -0.26
H 1.25931 -1.74528 0.44128 4.85 -1.14 -2.36 0.18
H 0.40631 -0.26128 0.89328 -0.15 -0.73 -0.74 0.16
H -0.21269 -2.05028 0.62728 -0.96 1.07 0.35 0.21
H 1.93431 -3.11828 2.30128 0.76 -0.09 -0.27 0.18
H 0.33631 -3.32828 2.45028 -3.82 -3.51 -0.95 0.18
H 1.98131 -2.11428 4.37428 5.45 4.98 1.39 0.18
H 1.76231 -3.72628 4.29828 0.52 -1.43 1.17 0.18
H 0.68931 -3.42328 6.78428 -0.34 1.71 -0.77 0.18
H -0.41169 -2.06628 6.95928 -2.19 0.20 -0.42 0.20
H 1.09131 -1.66228 6.58628 1.47 0.61 0.01 0.18
C 5.23631 2.64272 -5.31072 -1.44 1.14 -6.35 -0.24
O 4.41431 1.52172 -5.35772 -1.71 -0.03 2.41 -0.54
C 3.36531 1.67472 -4.26672 7.03 -1.43 1.42 -0.08
C 2.52931 0.53872 -4.26572 0.36 -5.29 2.73 -0.11
O 1.67731 0.80672 -3.12872 -0.75 1.40 -0.42 -0.58
C 0.67031 -0.15028 -2.89172 -0.14 -1.62 -1.48 -0.27
H 5.97631 2.54072 -6.15872 -0.68 -0.07 0.86 0.20
H 5.76131 2.84072 -4.50072 2.23 0.29 4.39 0.16
H 4.69831 3.62072 -5.58372 0.24 -1.19 0.42 0.14
H 2.86431 2.51272 -4.58472 -1.18 2.54 0.36 0.18
H 3.96931 1.52972 -3.12672 -1.72 1.73 -3.27 0.19
H 3.10631 -0.46728 -3.86372 -0.89 2.24 -1.41 0.17
H 2.25431 0.27572 -5.28372 -1.57 0.12 0.05 0.21
H -0.10369 -0.01428 -3.68372 0.36 -0.67 0.31 0.17
H 0.06031 -0.12528 -1.94572 1.35 0.30 -0.48 0.22
H 1.24931 -1.12628 -3.03872 -1.61 0.62 0.51 0.19
```
Positions in Å, forces in eV/Å.

Computed properties:
Largest force on an atom, eV Å⁻¹: 8.6
Net charge: +1
LUMO, eV: -5.65
Gap between HOMO and LUMO, eV: 4.3

=====

(2)
DFT (ωB97M-V with the def2-TZVPD basis set) results for 2 unconnected molecules or ions with the total composition C20H34ClN7O5PS at a distorted geometry.

```
69
Properties=species:S:1:pos:R:3:forces:R:3:nbo_charge:R:1
C -3.34348 -1.69183 5.46884 -0.52 0.52 -0.81 -0.64
C -3.74003 -2.40015 4.07429 -0.50 2.06 0.46 -0.09
O -3.26350 -3.76631 3.96432 2.36 -0.41 -2.03 -0.78
P -2.35608 -3.94583 2.50997 -3.83 1.02 -1.58 2.29
O -3.29787 -3.44517 1.38781 3.16 -1.36 2.48 -1.07
C -0.84222 -2.81390 2.73672 0.06 0.09 -0.33 -0.79
C 0.47268 -3.36724 1.94297 -0.42 1.32 -0.01 -0.47
C 0.82802 -2.21132 0.88229 0.83 0.57 -1.73 0.46
N 0.59555 -2.20691 -0.52988 2.31 3.70 4.23 -0.45
C 1.08600 -0.88528 -0.88383 -0.22 -1.59 2.89 0.60
N 1.01884 -0.45611 -2.14906 0.28 0.75 -1.16 -0.66
C 1.43933 0.88517 -2.66975 -0.44 1.08 -0.03 0.31
C 0.37058 1.93960 -2.64660 2.16 1.15 -0.95 -0.24
C 0.69474 3.35816 -3.12578 3.39 -3.88 0.19 -0.13
C 2.15458 3.45887 -3.57420 -2.17 -2.06 1.03 -0.25
C 3.03378 2.23125 -3.53792 0.16 0.75 -0.26 0.02
N 2.78007 0.91046 -3.10768 -4.05 4.43 0.22 -0.41
S 0.34502 -1.53418 -3.36610 -5.16 -0.13 -5.74 2.13
C 1.51885 -2.94519 -3.68202 1.35 -0.40 0.47 -0.83
O 0.27650 -0.77286 -4.67800 1.80 -1.26 4.08 -0.88
O -1.05595 -1.96965 -3.06003 4.12 0.55 0.97 -0.84
N 1.60932 -0.16693 0.22187 -1.18 -0.34 -1.29 -0.20
C 2.24887 1.15629 0.40769 1.59 1.72 -1.36 -0.28
C 3.82651 1.03352 0.00327 -0.78 0.03 0.16 -0.24
N 4.56707 0.85039 1.29681 0.30 -0.24 -1.25 -0.86
N 1.45375 -0.99253 1.30140 -2.16 -4.67 -0.21 -0.23
Cl 1.83331 -0.79328 2.95285 0.09 0.78 -1.15 0.30
O -1.82971 -5.53346 2.26113 -0.30 2.97 0.64 -0.79
C -1.94464 -5.94575 0.86907 -0.24 -2.24 -1.62 -0.09
C -0.82060 -7.04986 0.45048 -0.05 1.07 -0.48 -0.65
H -3.72101 -2.24734 6.38404 0.72 0.57 -1.21 0.23
H -3.88104 -0.67075 5.44281 0.74 -1.55 0.09 0.22
H -2.22455 -1.42973 5.51860 -1.62 -0.75 0.06 0.20
H -3.32848 -1.69855 3.25592 -0.57 -1.33 1.04 0.19
H -4.87970 -2.38958 3.91741 1.76 -0.23 0.38 0.21
H -0.64483 -2.61302 3.83737 -0.13 -0.53 -1.37 0.27
H -1.15589 -1.80479 2.27960 0.24 -1.64 0.67 0.26
H 1.28072 -3.50345 2.72921 -0.72 0.32 -1.35 0.26
H 0.30292 -4.37580 1.45096 0.15 1.53 0.31 0.28
H -0.67476 1.69359 -2.27376 1.66 0.20 -0.52 0.27
H -0.07219 4.18899 -3.10922 1.20 -1.19 -0.06 0.26
H 2.56653 4.44844 -3.95211 -0.46 -1.64 0.53 0.25
H 4.10508 2.38443 -3.92701 -1.82 -0.26 0.67 0.22
H 1.51283 -3.25659 -4.78399 -0.57 0.97 1.54 0.30
H 1.29018 -3.85898 -3.04790 0.08 1.45 -0.57 0.27
H 2.57526 -2.55816 -3.46235 -1.54 -0.49 -0.19 0.26
H 2.24573 1.55217 1.47481 -0.38 -1.17 -1.25 0.28
H 1.74005 1.97145 -0.22777 0.49 -1.66 0.83 0.27
H 3.97209 0.15497 -0.72030 -0.29 1.29 0.94 0.20
H 4.12315 1.97748 -0.55515 -0.26 -1.15 0.92 0.22
H 5.47650 1.33308 1.27170 -0.61 -0.42 -0.02 0.38
H 4.75924 -0.15599 1.39878 0.10 0.74 0.11 0.36
H -1.85532 -5.10687 0.10998 -0.51 -0.77 1.35 0.21
H -2.94658 -6.50514 0.78154 1.38 1.36 -0.02 0.21
H -0.07642 -7.26069 1.28273 -1.14 0.03 -0.99 0.23
H -0.23255 -6.61785 -0.44329 -0.77 -0.68 1.41 0.20
H -1.35105 -7.97315 0.04762 0.88 1.07 0.89 0.24
C -2.46187 7.32344 -1.85761 -0.03 0.02 -0.04 -0.61
C -1.79798 7.64006 -0.52155 -0.34 0.11 -0.19 -0.39
C -0.52228 6.82817 -0.28306 -0.45 -0.65 0.11 -0.51
C -0.84274 5.36221 -0.27679 -0.19 -2.22 0.09 0.32
N -1.09700 4.21331 -0.27073 0.75 3.12 -0.09 -0.38
H -2.78519 6.28055 -1.90995 0.05 0.04 0.02 0.21
H -3.34894 7.94489 -1.99726 0.10 -0.04 -0.03 0.23
H -1.77804 7.51456 -2.69030 -0.07 0.00 0.03 0.20
H -2.51388 7.45017 0.28400 0.16 0.03 0.01 0.22
H -1.55325 8.70527 -0.48949 0.09 -0.12 0.09 0.22
H -0.07776 7.09933 0.67762 0.03 -0.19 -0.07 0.26
H 0.21374 7.02992 -1.06604 -0.04 -0.14 0.04 0.24
```
Positions in Å, forces in eV/Å.

Computed properties:
Largest force on an atom, eV Å⁻¹: 7.7
Net charge: +1
LUMO, eV: -3.58
Gap between HOMO and LUMO, eV: 8.7

=====

(3)
DFT (ωB97M-V with the def2-TZVPD basis set) results for 3 unconnected molecules or ions with the total composition C20H34IN4O10P at a distorted geometry.

```
70
Properties=species:S:1:pos:R:3:forces:R:3:nbo_charge:R:1
C -3.66308 -3.00612 -1.74822 0.50 0.13 0.00 -0.62
C -3.97079 -1.59566 -2.23514 -0.10 -0.49 -0.31 -0.43
C -2.83289 -0.57963 -2.14137 -0.05 -0.23 0.29 -0.35
I -1.37823 -1.00639 -3.66225 -0.01 0.13 -0.04 0.16
C -2.24031 -0.36945 -0.72048 -0.38 0.61 -0.27 0.34
O -3.26814 -0.55401 0.21104 0.35 -0.07 0.26 -0.70
N -1.67529 1.01334 -0.58982 -0.39 -0.76 -1.22 -0.60
C -0.38346 0.92153 -1.07252 0.06 0.41 -0.10 0.73
N 0.24138 1.85715 -1.68944 -0.38 -0.11 1.03 -0.42
C -0.33582 3.17568 -1.91165 -0.04 0.22 -0.64 -0.22
C 0.65950 4.30586 -1.68365 -0.18 -0.01 0.28 -0.52
C 0.72657 4.72272 -0.22802 0.10 -0.28 0.15 0.73
O -0.21575 4.59001 0.51729 0.11 0.27 -0.24 -0.57
N 1.93470 5.37799 0.17224 -0.45 0.19 0.16 -0.70
C 2.88916 4.47976 0.79383 -0.05 -0.01 -0.21 0.21
C 2.72124 4.05900 2.10462 -0.29 0.26 -0.01 -0.25
C 3.63208 3.19374 2.66748 0.10 -0.15 0.34 -0.19
C 4.71601 2.74831 1.93525 0.30 -0.18 -0.11 -0.22
C 4.88389 3.16856 0.62897 0.01 -0.03 -0.15 -0.20
C 3.96441 4.02999 0.06174 0.07 0.14 -0.33 -0.22
C 1.64523 1.61564 -2.35548 0.66 -0.10 -0.62 0.89
O 2.57763 1.82803 -1.60754 0.24 0.19 0.59 -0.71
O 1.50660 1.31084 -3.51409 -0.29 -0.14 -0.69 -0.66
N 0.13440 -0.34851 -0.82686 -0.16 -0.55 0.61 -0.78
P 1.50980 -0.38212 0.19404 0.51 1.08 0.44 2.47
O 1.61268 0.82201 1.01346 -0.10 -0.13 -0.03 -1.07
O 2.74866 -0.71454 -0.72622 0.09 -0.39 0.47 -0.99
O 1.30322 -1.70920 1.05142 -0.06 -0.26 -0.45 -0.99
C -1.00623 -1.11658 -0.23398 0.08 0.13 1.41 0.24
O -0.92262 -2.48460 -0.35869 -0.12 0.20 -0.97 -0.68
H -2.68383 -3.32148 -2.10869 0.00 -0.05 -0.07 0.23
H -3.61613 -3.04174 -0.66258 -0.16 -0.09 0.06 0.21
H -4.39016 -3.72111 -2.12266 -0.18 0.02 0.10 0.22
H -4.22456 -1.66137 -3.29350 -0.10 0.13 -0.04 0.22
H -4.86602 -1.22578 -1.73301 0.05 0.17 0.11 0.21
H -3.24661 0.38842 -2.43058 0.06 0.04 -0.13 0.21
H -3.95451 0.10535 0.06502 -0.10 -0.04 -0.01 0.48
H -2.25951 1.63527 -1.13806 0.23 0.40 0.20 0.39
H -1.19961 3.35922 -1.27813 0.06 -0.11 0.23 0.22
H -0.67808 3.20134 -2.94889 0.08 -0.04 -0.07 0.22
H 0.27065 5.18558 -2.20481 0.05 0.07 0.00 0.25
H 1.64897 4.12625 -2.09157 0.07 -0.16 0.02 0.26
H 1.64281 6.05946 0.86694 0.04 -0.08 0.13 0.38
H 1.87296 4.41956 2.67115 -0.07 -0.06 0.03 0.22
H 3.50400 2.85147 3.68460 -0.07 0.04 0.06 0.21
H 5.43592 2.07338 2.37815 0.00 -0.03 0.06 0.21
H 5.71584 2.83460 0.02499 0.09 -0.08 0.08 0.21
H 4.07480 4.36490 -0.95841 0.03 -0.01 -0.09 0.22
H 3.42218 -0.03600 -0.54226 -0.08 0.18 -0.53 0.55
H 2.14880 -2.16516 1.14651 -0.05 -0.13 0.10 0.52
H -1.00785 -0.86025 0.83400 -0.14 -0.10 0.04 0.19
H -1.09020 -2.86866 0.50495 0.14 -0.12 0.03 0.50
C -3.71159 -2.05840 4.36521 -0.09 -0.04 0.02 -0.63
C -4.49018 -1.90691 3.07121 -0.03 0.22 0.19 -0.07
O -5.80133 -1.38924 3.29964 0.00 -0.13 -0.07 -0.72
H -4.24357 -2.71527 5.05375 0.01 -0.04 -0.01 0.21
H -2.71898 -2.47357 4.18255 0.01 0.02 0.00 0.21
H -3.59168 -1.09102 4.85835 0.06 0.01 -0.03 0.20
H -4.62412 -2.87400 2.58781 -0.07 0.01 -0.02 0.17
H -3.96046 -1.25063 2.37880 0.11 -0.10 -0.04 0.17
H -5.70833 -0.52728 3.71579 -0.02 0.01 0.03 0.46
C 3.32813 -5.22599 -0.02042 -0.12 -0.02 0.04 -0.63
C 2.58196 -5.10348 -1.33665 0.00 0.20 0.02 -0.06
O 1.32098 -4.46286 -1.18048 0.12 -0.17 0.10 -0.71
H 2.73138 -5.78052 0.70449 0.01 -0.03 -0.01 0.21
H 4.28273 -5.73649 -0.15238 0.02 0.03 0.00 0.22
H 3.52864 -4.23622 0.40108 0.08 0.01 -0.04 0.18
H 2.37162 -6.08861 -1.75009 -0.02 -0.01 -0.02 0.18
H 3.18700 -4.55214 -2.06433 0.04 -0.08 -0.03 0.16
H 1.48343 -3.58398 -0.82345 -0.21 0.10 -0.11 0.46
```
Positions in Å, forces in eV/Å.

Computed properties:
Largest force on an atom, eV Å⁻¹: 1.5
LUMO, eV: -0.06
Gap between HOMO and LUMO, eV: 8.8

=====

(4)
DFT (ωB97M-V with the def2-TZVPD basis set) results for a molecular structure, C20H34IrN3SSi.

```
60
Properties=species:S:1:pos:R:3:forces:R:3:nbo_charge:R:1
Ir 0.07794 0.37762 -0.10078 0.59 0.51 -0.15 0.81
C 1.93119 -0.58070 2.54180 0.01 -0.02 -0.02 -0.66
C 1.79583 0.33572 1.35996 0.13 -0.25 -0.06 0.03
C 2.33920 -0.06994 0.08020 -0.07 -0.17 0.17 0.00
C 3.15017 -1.33442 0.00591 -0.01 0.03 0.05 -0.65
C 2.12364 0.74593 -1.04625 0.10 -0.13 -0.16 0.03
C 2.57304 0.29097 -2.40922 0.01 0.01 0.01 -0.66
C 1.43121 2.00316 -0.90858 -0.01 0.14 -0.07 -0.03
C 1.26968 2.92114 -2.09670 -0.02 0.02 0.01 -0.65
C 0.94215 2.41125 0.35128 -0.06 -0.01 0.02 0.04
C 0.15439 3.68353 0.47787 0.02 -0.01 0.01 -0.66
C 1.16432 1.58643 1.51005 -0.27 0.07 0.15 0.03
C 0.70833 2.06050 2.86301 -0.01 0.03 -0.01 -0.66
H 2.87987 -0.38992 3.05050 -0.01 0.01 0.00 0.27
H 1.92499 -1.62566 2.24454 0.01 0.00 -0.01 0.24
H 1.12701 -0.43089 3.25589 0.00 -0.01 0.00 0.25
H 2.58693 -2.20732 0.33073 0.01 -0.01 -0.01 0.24
H 4.00463 -1.23666 0.67895 -0.01 -0.02 0.01 0.26
H 3.53685 -1.53127 -0.98635 0.01 0.02 -0.01 0.25
H 3.61866 0.56617 -2.56763 0.00 -0.01 0.00 0.27
H 2.00121 0.75686 -3.20862 0.00 -0.02 0.02 0.23
H 2.48561 -0.78602 -2.51812 0.00 0.00 0.00 0.25
H 0.29276 2.82713 -2.57937 0.01 0.01 -0.01 0.23
H 2.03760 2.74634 -2.84368 0.00 0.00 0.01 0.25
H 1.36178 3.95819 -1.78206 -0.01 0.00 0.01 0.26
H 0.83526 4.51904 0.66280 -0.01 0.00 0.01 0.27
H -0.55140 3.63554 1.30214 0.00 0.00 0.00 0.25
H -0.40276 3.90154 -0.42937 0.01 0.00 0.00 0.25
H -0.33471 1.79602 3.04992 0.00 0.01 0.00 0.26
H 0.79530 3.14224 2.93088 0.00 0.00 0.00 0.25
H 1.32058 1.63555 3.65276 -0.01 0.00 0.00 0.25
C -5.69261 -2.41433 2.75492 -0.01 -0.04 0.00 -1.13
Si -4.98486 -1.09728 1.65219 0.02 0.03 0.00 1.62
C -4.90801 0.54303 2.53155 0.01 0.02 0.02 -1.12
C -5.88354 -0.97352 0.02759 -0.01 0.00 -0.02 -1.12
C -3.19962 -1.67168 1.22505 0.04 -0.03 0.00 -0.45
C -2.86210 -3.02457 1.27329 0.09 -0.03 0.01 -0.11
C -1.59209 -3.49987 0.93059 -0.10 -0.01 0.04 -0.20
C -0.63108 -2.60076 0.54040 -0.01 0.09 0.01 0.03
N -0.92915 -1.29265 0.50748 -0.04 -0.08 0.01 -0.48
C -2.15910 -0.84060 0.82393 -0.05 -0.11 0.01 0.09
S -2.10321 0.90356 0.57249 -0.11 -0.01 0.08 0.00
H -6.68074 -2.10207 3.10024 0.01 0.00 0.00 0.27
H -5.07483 -2.58086 3.63990 -0.01 0.00 0.00 0.25
H -5.82545 -3.36889 2.24195 -0.01 0.00 0.01 0.25
H -5.89258 0.75016 2.95861 0.01 0.01 0.00 0.27
H -4.66851 1.37450 1.86665 0.01 -0.01 0.01 0.24
H -4.19283 0.53739 3.35685 -0.01 0.00 -0.01 0.25
H -6.93077 -0.71208 0.19476 0.01 0.01 -0.01 0.26
H -5.86382 -1.92270 -0.51188 -0.01 0.01 0.00 0.25
H -5.45173 -0.20260 -0.61488 -0.01 0.00 0.00 0.24
H -3.61044 -3.74140 1.58966 0.01 -0.01 -0.01 0.24
H -1.35755 -4.55392 0.96921 -0.02 0.00 0.01 0.25
H 0.36754 -2.89139 0.24501 -0.01 0.02 0.00 0.22
N -0.76863 -0.01016 -1.97076 -0.27 -0.10 -0.19 -0.56
N -0.59348 -1.33162 -2.53031 0.60 0.24 0.44 -0.66
H -1.75099 0.27941 -1.93751 -0.06 -0.14 -0.05 0.41
H -0.31831 0.64590 -2.60369 -0.03 -0.03 -0.08 0.40
H -0.35770 -1.25439 -3.50996 -0.33 -0.11 -0.13 0.39
H -1.41222 -1.90170 -2.37429 -0.14 0.09 -0.10 0.39
```
Positions in Å, forces in eV/Å.

Computed properties:
Largest force on an atom, eV Å⁻¹: 0.8
Net charge: +2
LUMO, eV: -6.33
Gap between HOMO and LUMO, eV: 8.2